# 1
The molecule C20H31N3O4S, computed with ωB97M-V/def2-TZVPD.

```
59
Properties=species:S:1:pos:R:3
S -0.97 -2.72 -1.31
O -1.47 -0.73 3.11
O -2.41 -2.30 -1.18
O -0.31 -1.86 -2.28
O 4.80 0.62 -0.24
N -2.10 -0.03 0.92
N -0.35 -1.99 0.11
N -2.63 1.06 1.23
C -0.84 -4.37 -1.13
C -1.04 -2.20 1.56
C -0.24 3.12 -0.33
C 1.96 -1.85 -0.82
C 3.12 -1.17 -0.90
C -1.12 1.34 -1.47
C -3.25 3.33 0.36
C -0.33 2.65 -1.89
C 5.11 1.68 0.52
C -2.52 1.34 -1.17
C 3.49 -0.09 -0.05
C -2.60 4.30 -0.51
C -0.24 -2.95 2.43
C 0.90 -1.54 0.34
C 6.40 2.15 0.18
C 2.48 0.19 0.71
C -2.74 1.79 0.18
C 1.19 -0.38 1.00
C -1.06 4.53 -0.04
C -1.49 -0.87 1.95
H -1.19 1.03 -2.65
H -3.28 3.45 1.53
H -0.92 -2.94 3.57
H 0.86 3.75 -0.11
H 6.39 2.45 -0.95
H -0.89 3.22 -2.36
H 6.60 2.98 0.57
H -2.20 -0.60 -0.01
H -3.25 2.20 -1.74
H 2.68 1.15 1.59
H 0.70 0.13 1.55
H -0.62 5.20 -0.62
H 4.34 2.41 0.42
H -1.88 -2.68 0.92
H -4.31 3.29 0.13
H 0.68 -2.25 2.81
H 1.74 -2.53 -1.29
H 6.99 1.37 0.36
H 0.04 -3.89 2.36
H -1.14 -4.59 -2.23
H -0.82 4.70 0.98
H 4.98 1.58 1.81
H 3.98 -1.58 -1.49
H -2.57 4.01 -1.41
H -3.05 5.36 -0.25
H -0.62 0.65 -1.07
H -1.22 -4.93 -0.33
H 0.53 2.50 -2.19
H -3.16 0.39 -1.45
H 0.25 -4.61 -1.18
H -0.48 2.42 0.44
```

Computed properties:
orbital gap	8.08	eV
LUMO energy	0.015	eV
E_HOMO	-8.1	eV

Computed natural (NBO) charges, given in elementary charges: 2.267, -0.554, -0.944, -0.853, -0.509, -0.509, -0.733, -0.247, -0.931, -0.167, -0.389, -0.146, -0.215, -0.385, -0.445, -0.341, -0.009, -0.499, 0.212, -0.401, -0.634, 0.183, -0.602, -0.133, 0.267, -0.283, -0.370, 0.656, 0.195, 0.231, 0.257, 0.188, 0.192, 0.174, 0.209, 0.427, 0.215, 0.186, 0.191, 0.180, 0.161, 0.264, 0.210, 0.246, 0.135, 0.211, 0.216, 0.281, 0.201, 0.113, 0.222, 0.184, 0.213, 0.201, 0.294, 0.194, 0.254, 0.271, 0.199

***

# 2
A structure of composition C20H31NO3, computed with ωB97M-V/def2-TZVPD.

```
55
Properties=species:S:1:pos:R:3
O -2.10 -0.89 -2.15
O -0.98 -3.19 1.66
O -1.52 -1.26 0.96
N -0.36 2.31 -2.58
C 1.99 3.07 -2.21
C -0.88 3.43 -3.29
C 0.14 -0.03 3.04
C -0.36 -1.76 4.73
C 3.19 -2.86 0.23
C -2.69 -1.75 0.24
C -0.80 -2.03 1.84
C -1.11 1.21 -2.80
C 0.42 -1.47 2.52
C 1.30 -1.56 1.29
C 1.04 2.23 -3.08
C -1.17 -0.03 -1.87
C 2.46 -0.53 -0.43
C -0.29 -0.32 4.51
C 2.19 -2.63 1.34
C 1.58 -0.42 0.67
C -2.31 -2.01 -1.11
C 0.42 -2.33 3.72
C -2.13 4.15 -2.20
C 3.31 -1.64 -0.41
H -1.21 -2.14 4.51
H 1.64 -2.39 3.88
H -2.76 -2.75 -1.54
H -1.15 0.55 -0.85
H -2.63 5.08 -2.70
H 1.06 0.69 2.90
H 3.63 -3.65 0.13
H 2.86 2.71 -2.21
H 0.78 0.16 0.45
H -2.94 3.36 -2.22
H 1.14 1.06 -2.97
H 1.57 3.95 -2.28
H -3.14 -2.44 0.71
H -0.84 0.38 2.69
H -0.96 0.77 -4.06
H 0.42 -3.23 3.67
H -3.15 -0.86 0.04
H 2.15 -3.51 2.02
H -1.37 3.52 -4.17
H -0.19 4.45 -3.24
H 1.02 2.47 -4.27
H -1.74 4.28 -1.34
H -1.11 0.25 4.88
H 0.01 -2.12 5.77
H 2.66 0.31 -1.22
H -0.20 -0.52 -1.80
H 1.62 2.65 -1.11
H -1.16 -2.33 -0.87
H -2.34 1.32 -3.05
H 0.68 -0.03 5.06
H 4.31 -1.73 -1.42
```

Computed properties:
orbital gap	9.29	eV
LUMO energy	0.700	eV
E_HOMO	-8.6	eV

Computed natural (NBO) charges, given in elementary charges: -0.526, -0.618, -0.554, -0.523, -0.602, -0.191, -0.394, -0.415, -0.167, -0.117, 0.811, -0.197, -0.156, -0.041, -0.194, -0.063, -0.210, -0.400, -0.165, -0.226, -0.049, -0.319, -0.583, -0.155, 0.196, 0.162, 0.193, 0.144, 0.192, 0.231, 0.183, 0.213, 0.224, 0.194, 0.199, 0.219, 0.204, 0.234, 0.105, 0.207, 0.215, 0.218, 0.190, 0.190, 0.186, 0.177, 0.213, 0.219, 0.232, 0.147, 0.190, 0.186, 0.229, 0.199, 0.163

***

# 3
A structure of composition C20H31O2V, computed with ωB97M-V/def2-TZVPD.

```
54
Properties=species:S:1:pos:R:3
V -0.45 -0.44 1.84
O -0.70 -0.33 -1.48
O 2.21 1.56 -1.93
C 1.99 0.93 -0.63
C -1.47 0.65 -2.30
C 1.71 -1.39 2.42
C 1.23 -1.38 -2.79
C -0.21 -0.95 -2.73
C 0.95 1.77 0.18
C -2.15 0.83 2.89
C 2.11 2.98 -1.53
C -2.16 1.21 1.52
C -2.52 -1.08 1.60
C -2.42 0.04 0.72
C 1.50 -1.71 1.05
C -1.11 -2.10 -3.09
C -0.61 0.33 -3.52
C 0.86 3.07 -0.63
C 0.25 -2.40 0.94
C -0.28 -2.57 2.27
C 0.61 -1.93 3.17
C 0.60 0.94 3.31
C -2.31 -0.61 2.94
H -1.09 0.07 -4.47
H -0.03 3.01 -1.27
H 2.63 -0.97 2.81
H 3.01 3.17 -0.90
H 1.68 1.11 3.09
H 1.32 1.97 1.18
H 0.86 4.01 -0.06
H -1.15 -3.15 2.52
H -1.45 1.65 -1.86
H 2.97 0.90 -0.11
H -2.15 1.50 3.74
H 1.41 -1.77 -3.81
H 0.08 1.91 3.49
H -0.15 -2.82 0.03
H -2.62 0.02 -0.33
H 1.65 -0.11 -0.73
H 0.21 1.03 -3.63
H -2.50 0.33 -2.48
H 2.12 3.64 -2.42
H 1.38 -2.21 -2.10
H -0.02 1.26 0.22
H 0.59 0.40 4.27
H 0.53 -1.96 4.26
H -1.03 -2.89 -2.34
H 1.94 -0.57 -2.63
H 2.23 -1.59 0.25
H -0.78 -2.53 -4.04
H -2.72 -2.09 1.28
H -2.13 -1.76 -3.17
H -2.07 2.23 1.12
H -2.34 -1.22 3.85
```

Computed properties:
2S+1	4
charge	-1
orbital gap (spin up / spin down)	3.26 / 6.09	eV
LUMO energy (spin up / spin down)	2.844 / 2.827	eV
E_HOMO (spin up / spin down)	-0.4 / -3.3	eV

Computed natural (NBO) charges, given in elementary charges: 0.987, -0.534, -0.574, -0.083, -0.067, -0.300, -0.643, 0.279, -0.459, -0.265, -0.071, -0.350, -0.384, -0.338, -0.328, -0.629, -0.459, -0.410, -0.406, -0.371, -0.306, -1.219, -0.403, 0.190, 0.185, 0.222, 0.156, 0.166, 0.249, 0.208, 0.207, 0.194, 0.160, 0.226, 0.204, 0.167, 0.208, 0.219, 0.223, 0.229, 0.167, 0.180, 0.219, 0.245, 0.172, 0.212, 0.220, 0.247, 0.214, 0.198, 0.207, 0.204, 0.217, 0.217

***

# 4
A cluster of 7 separate species, C20H32BCl18N4OPS3 in total, computed with ωB97M-V/def2-TZVPD.

```
80
Properties=species:S:1:pos:R:3
Cl 6.58 6.79 4.45
Cl 0.60 7.20 -6.75
Cl 5.01 6.88 -3.26
Cl 5.48 6.78 -0.40
Cl 2.31 -10.11 3.96
Cl -1.62 6.42 -5.03
Cl 8.80 7.60 2.76
Cl 8.19 4.78 3.10
Cl -0.07 4.39 -6.42
Cl 0.44 -7.25 2.57
Cl 0.56 -12.02 5.26
Cl -6.34 3.35 2.08
Cl 3.12 8.13 -1.45
Cl -4.10 4.27 0.47
Cl 1.98 -6.88 0.13
Cl -4.67 1.43 0.69
Cl -0.57 -9.77 3.82
Cl 0.38 -4.69 1.18
S -5.56 -4.26 0.72
S -0.33 0.15 3.91
S -4.10 -1.72 0.64
P -0.45 1.72 2.76
O 0.96 1.16 -1.91
N 3.18 1.87 1.46
N 1.33 3.64 -1.89
N 1.02 -1.07 0.98
N -2.86 -4.15 0.33
C 2.20 2.16 1.01
C -2.86 -5.57 0.69
C -2.34 -1.22 0.75
C -4.10 -3.53 0.55
C -2.48 -5.08 -2.04
C -0.13 1.28 0.92
C -0.71 6.04 -6.50
C 2.64 4.22 -1.47
C -3.02 -5.76 2.25
C 1.36 -6.10 1.60
C 0.83 2.40 0.37
C -2.37 -3.88 -1.06
C -1.52 1.19 0.20
C -1.85 -0.24 -0.37
C 0.75 -10.93 3.88
C 1.41 3.49 -3.36
C 7.51 6.41 3.00
C 4.82 7.74 -1.73
C 0.64 -0.02 0.95
C -5.37 3.05 0.64
B 1.07 2.37 -1.23
H -1.74 2.31 2.82
H 2.57 4.51 -0.40
H -1.39 6.10 -7.34
H -6.02 3.11 -0.23
H -2.31 -4.67 -3.06
H 2.21 -5.76 2.18
H -1.65 -5.80 -1.86
H 1.72 1.01 -2.49
H -1.64 -2.09 0.75
H -2.29 1.37 0.97
H -1.68 1.97 -0.58
H 3.40 3.41 -1.53
H 0.73 -11.53 2.97
H -3.90 -6.36 2.51
H -3.45 -5.61 -1.99
H 2.97 5.06 -2.12
H 0.52 3.41 0.70
H -3.01 -3.08 -1.47
H 0.54 2.64 3.17
H 1.29 4.50 -3.81
H 5.37 8.67 -1.79
H -2.14 -6.34 2.62
H -2.16 -0.72 1.73
H 6.85 6.45 2.15
H -1.89 -6.04 0.44
H -2.98 -4.80 2.79
H -3.64 -6.18 0.20
H 2.43 3.14 -3.66
H -1.34 -3.46 -1.03
H -1.02 -0.63 -0.98
H -2.70 -0.07 -1.07
H 0.63 2.84 -3.79
```

Computed properties:
orbital gap	8.29	eV
LUMO energy	-0.063	eV
E_HOMO	-8.4	eV

Computed Mulliken charges, given in elementary charges: -0.121, -0.114, -0.116, -0.088, -0.120, -0.106, -0.120, -0.115, -0.095, -0.046, -0.125, -0.120, -0.101, -0.126, -0.147, -0.048, -0.114, 0.045, -0.222, -0.371, -0.161, 0.281, -0.491, -0.515, -0.252, -0.397, 0.415, -0.167, -0.782, 0.100, 0.065, -1.343, 2.046, -0.026, -0.727, -0.777, -0.278, 0.017, -0.378, -0.693, -1.024, 0.063, -1.050, 0.579, -0.071, -1.002, -0.091, 0.407, 0.062, 0.365, 0.349, 0.327, 0.408, 0.406, 0.323, 0.307, -0.183, 0.071, 0.349, 0.340, 0.288, 0.326, 0.307, -0.031, 0.325, 0.356, 0.120, 0.283, 0.344, -0.045, 0.397, -0.201, 0.372, 0.293, 0.451, 0.356, 0.195, 0.367, 0.623, 0.372

***

# 5
The ion C20H32BClIN2O8P2 with charge +1, computed with ωB97M-V/def2-TZVPD.

```
67
Properties=species:S:1:pos:R:3
I 0.30 -2.48 -4.66
Cl 2.23 5.11 -2.03
P 1.40 3.13 0.60
P -0.07 4.42 1.59
O 0.86 -4.55 0.95
O -3.25 2.68 -2.36
O 0.05 5.86 0.86
O 0.09 6.16 -2.95
O 0.97 0.39 -3.03
O 3.03 -4.88 0.90
O 0.45 4.63 3.10
O -1.41 3.87 1.47
N 0.54 2.16 -0.60
N 3.18 0.46 -2.02
C 0.29 0.88 -0.57
C -3.01 0.97 -0.50
C -1.34 -3.82 1.77
C 0.36 0.25 0.83
C 2.14 -4.30 1.39
C -0.03 2.72 -1.88
C -0.25 -1.16 1.01
C -0.04 0.36 -1.98
C -0.12 -4.75 2.00
C -0.49 -1.44 2.53
C 3.32 -2.28 2.23
C -1.45 -2.64 2.78
C -0.09 -2.22 -2.54
C 1.21 -2.44 -1.71
C -0.95 1.59 -2.41
C -0.89 -0.91 -2.22
C 2.17 0.48 -2.55
C 2.46 -3.25 2.45
C 0.46 5.25 -2.36
C -0.56 4.18 -1.90
B -2.41 1.73 -1.75
H -2.27 0.62 0.25
H 3.57 -1.60 3.05
H -1.21 -1.33 0.51
H 0.45 -1.52 3.08
H 0.52 -1.89 0.71
H 3.74 -2.18 1.22
H 0.89 5.94 0.37
H -2.23 -4.45 1.95
H -0.49 -5.79 1.86
H -3.56 0.07 -0.84
H 0.90 2.80 -2.49
H 1.93 2.29 1.61
H 1.14 -3.35 -1.08
H -1.08 4.47 -0.97
H 1.41 4.46 3.18
H -0.20 0.93 1.50
H -1.13 1.64 -3.50
H -0.77 -3.05 -2.29
H 1.89 -3.31 3.39
H 0.29 -4.71 3.02
H -1.34 4.20 -2.69
H -2.50 -2.27 2.77
H -1.61 -1.14 -1.43
H -1.00 -0.53 2.91
H -3.75 1.58 0.04
H -1.50 -0.71 -3.12
H 1.41 0.26 1.17
H 2.03 -2.64 -2.41
H -1.31 -3.06 3.79
H -3.53 3.25 -1.63
H 1.51 -1.59 -1.08
H -1.38 -3.53 0.71
```

Computed properties:
charge	+1
orbital gap	6.95	eV
LUMO energy	-4.941	eV
E_HOMO	-11.9	eV

Computed natural (NBO) charges, given in elementary charges: 0.110, -0.075, 0.346, 2.099, -0.535, -0.892, -0.958, -0.439, -0.471, -0.506, -0.941, -1.069, -0.568, -0.373, 0.555, -1.042, -0.430, -0.522, 0.755, -0.033, -0.424, 0.205, -0.083, -0.399, -0.350, -0.403, -0.293, -0.672, -0.585, -0.467, 0.527, -0.316, 0.555, -0.573, 1.070, 0.218, 0.212, 0.215, 0.213, 0.243, 0.220, 0.518, 0.226, 0.207, 0.272, 0.246, 0.055, 0.256, 0.282, 0.511, 0.258, 0.297, 0.234, 0.214, 0.187, 0.301, 0.216, 0.247, 0.200, 0.263, 0.246, 0.267, 0.248, 0.219, 0.509, 0.188, 0.209

***

# 6
A structure of composition C20H32Br15ClN2O3, computed with ωB97M-V/def2-TZVPD.

```
73
Properties=species:S:1:pos:R:3
Br -3.75 4.41 8.70
Br 0.47 -0.61 3.50
Br -0.35 6.65 8.26
Br -5.42 -1.01 -3.41
Br 1.90 2.22 4.01
Br -2.23 2.03 5.88
Br -5.53 -1.25 -6.61
Br -4.72 7.04 10.27
Br -2.09 -1.10 6.57
Br -0.84 1.05 8.60
Br -2.42 5.17 11.52
Br -5.19 1.62 -5.23
Br 2.14 0.81 1.13
Br 1.93 4.79 9.53
Br 0.63 4.02 6.70
Cl 2.55 -2.02 -6.24
O 3.79 -4.10 -2.93
O 4.04 0.00 -5.00
O 0.26 0.91 -3.73
N 4.15 -2.18 -4.21
N -0.46 -1.91 0.11
C 0.32 -4.15 -0.94
C 0.48 -3.06 0.21
C 0.85 -3.26 -3.42
C 3.88 -0.21 -1.67
C 4.16 0.21 -0.32
C 2.52 0.15 -2.40
C 1.03 1.07 2.71
C 2.13 -0.81 -3.61
C -0.26 -3.59 -2.31
C -4.03 5.23 10.43
C -2.75 1.53 -1.64
C -1.22 0.62 6.74
C -0.76 0.40 -2.83
C 3.21 -1.15 -4.73
C 0.34 4.84 8.43
C -5.94 -0.15 -5.07
C 0.92 -0.18 -4.43
C 3.36 -3.01 -3.31
C 1.98 -2.25 -2.93
C -2.21 1.01 -3.06
H -0.73 -0.73 -2.89
H -0.43 -4.93 -0.56
H -3.56 2.30 -1.86
H -1.43 -2.25 0.16
H 4.16 -0.57 0.51
H 0.17 -0.92 -4.83
H -4.78 4.65 10.95
H -3.17 0.68 -1.00
H -0.27 0.55 6.23
H 2.54 1.26 -2.67
H -0.95 -2.70 -2.22
H 2.05 -2.23 -1.81
H -7.02 -0.04 -5.04
H 0.31 -2.97 -4.36
H -1.96 2.07 -1.03
H -0.90 -4.43 -2.76
H -2.88 0.19 -3.50
H -0.42 4.26 8.93
H 0.24 -3.60 1.19
H 4.70 -0.85 -2.15
H -2.21 1.90 -3.77
H 0.13 1.59 2.39
H 3.90 0.31 -5.91
H 4.68 -2.67 -4.94
H 1.30 -4.71 -1.04
H -0.35 -1.33 0.95
H 4.43 1.29 -0.14
H 1.39 0.33 -5.35
H 1.70 0.04 -1.62
H 1.37 -4.26 -3.65
H 1.54 -2.66 0.31
H -0.44 0.68 -1.77
```

Computed properties:
orbital gap	6.95	eV
LUMO energy	-0.734	eV
E_HOMO	-7.7	eV

Computed Mulliken charges, given in elementary charges: 0.021, -0.055, -0.011, -0.017, -0.076, -0.030, -0.008, -0.014, -0.046, -0.025, -0.029, -0.012, 0.193, -0.024, 0.077, -0.162, -0.628, -0.513, -0.554, -0.284, -0.210, -0.736, -0.468, -0.902, 0.087, -1.656, -0.674, -0.417, 2.107, -0.420, -0.323, -1.026, -0.074, 0.859, -0.117, -0.065, -0.323, -1.132, -0.019, 0.909, -0.120, -0.397, 0.368, 0.323, 0.228, 0.437, 0.308, 0.353, 0.223, 0.133, 0.584, 0.043, -0.524, 0.348, 0.226, 0.340, 0.412, -0.053, 0.020, 0.359, 0.344, 0.283, 0.419, 0.400, 0.381, 0.264, -0.069, 0.454, 0.312, -0.187, 0.470, 0.306, -0.194

***

# 7
A structure of composition C20H32BrCoN5O2S, computed with ωB97M-V/def2-TZVPD.

```
62
Properties=species:S:1:pos:R:3
Br -5.54 2.02 0.99
Co 0.12 0.25 0.23
S 2.15 3.04 2.41
O -0.19 1.16 2.08
O 0.28 -1.65 0.58
N 0.53 1.03 3.18
N 2.08 0.42 0.02
N 0.05 2.48 -0.29
N -0.01 -0.29 -2.06
N -2.06 0.01 0.13
C 3.16 0.08 0.22
C -0.97 2.49 -2.55
C 1.61 1.84 3.48
C -4.76 -0.66 0.40
C 4.54 -0.31 0.45
C 0.04 3.14 -1.60
C -3.81 -1.62 0.10
C 1.95 -3.32 0.17
C -0.33 1.61 -3.62
C 1.79 0.69 5.61
C 5.20 0.55 1.53
C 0.62 0.55 -3.09
C -4.31 0.63 0.60
C 2.22 1.65 4.74
C 0.44 -3.43 2.17
C -2.48 -1.25 -0.03
C 0.13 0.06 4.04
C 1.18 -2.49 1.20
C -2.96 0.93 0.47
C 0.73 -0.14 5.25
H -0.76 2.77 0.24
H 3.03 2.31 4.98
H 2.26 0.58 6.58
H 2.48 -2.66 -0.53
H 1.93 -1.93 1.80
H 0.97 -0.05 -3.94
H -1.57 3.26 -3.05
H -0.70 -0.54 3.68
H 2.67 -3.98 0.65
H -0.10 -2.84 2.91
H 1.05 3.06 -2.03
H 4.56 -1.37 0.72
H -5.81 -0.90 0.47
H -0.27 -4.03 1.61
H 5.07 -0.20 -0.50
H -1.13 1.11 -4.19
H -0.17 4.21 -1.51
H -1.70 -1.98 -0.24
H 5.06 1.61 1.32
H -1.65 1.88 -1.95
H 0.85 2.79 0.27
H 1.50 1.01 -2.64
H 0.38 -0.94 5.90
H 6.27 0.33 1.57
H 0.21 2.23 -4.33
H 4.76 0.35 2.51
H 1.15 -4.08 2.69
H -0.97 -0.48 -2.32
H 0.46 -1.18 -1.98
H 1.25 -3.93 -0.41
H -4.10 -2.66 -0.04
H -2.60 1.93 0.65
```

Computed properties:
2S+1	4
orbital gap (spin up / spin down)	7.06 / 7.11	eV
LUMO energy (spin up / spin down)	0.379 / 0.372	eV
E_HOMO (spin up / spin down)	-6.7 / -6.7	eV

Computed natural (NBO) charges, given in elementary charges: 0.074, 1.485, -0.381, -0.720, -0.986, -0.007, -0.456, -0.897, -0.871, -0.490, 0.436, -0.414, 0.041, -0.184, -0.520, -0.221, -0.245, -0.626, -0.399, -0.180, -0.590, -0.218, -0.118, -0.262, -0.616, 0.048, 0.029, 0.122, 0.028, -0.290, 0.373, 0.233, 0.215, 0.188, 0.117, 0.181, 0.211, 0.226, 0.196, 0.203, 0.187, 0.256, 0.235, 0.194, 0.248, 0.199, 0.183, 0.251, 0.235, 0.204, 0.428, 0.192, 0.221, 0.214, 0.209, 0.227, 0.195, 0.368, 0.396, 0.199, 0.228, 0.212